#1
DFT (the ωB97M-V functional and the def2-TZVPD basis) results for C16H26O5 in the gas phase.

Geometry as XYZ:
```
47
Properties=species:S:1:pos:R:3:lowdin_charge:R:1
C 2.545 2.341 -0.775 -0.08
H 2.627 2.420 0.313 0.10
H 3.055 3.182 -1.242 0.09
O 3.196 1.178 -1.249 -0.12
C 2.899 0.000 -0.547 -0.40
C 1.409 -0.358 -0.534 -0.05
H 0.969 -0.042 -1.479 0.13
H 0.944 0.195 0.284 0.12
C 1.193 -1.870 -0.358 -0.34
O 2.144 -2.447 0.504 -0.02
H 2.316 -1.820 1.219 0.09
H 1.346 -2.360 -1.326 0.15
C -0.245 -2.211 0.116 -0.25
C -0.469 -1.827 1.576 -0.03
H -0.308 -0.763 1.731 0.07
H 0.217 -2.385 2.208 0.08
H -1.486 -2.063 1.874 0.08
H -0.342 -3.298 0.025 0.15
C -1.291 -1.576 -0.810 -0.33
C -2.728 -2.044 -0.486 -0.14
H -2.714 -3.099 -0.200 0.14
O -3.361 -1.371 0.574 -0.14
C -3.918 -0.108 0.262 -0.16
C -2.914 1.020 0.226 -0.22
C -2.173 1.312 1.365 -0.05
C -1.227 2.320 1.346 -0.08
C -1.021 3.059 0.192 -0.10
C -1.765 2.783 -0.942 -0.08
C -2.705 1.767 -0.926 -0.05
H -3.281 1.553 -1.816 0.11
H -1.611 3.358 -1.844 0.10
H -0.287 3.851 0.179 0.10
H -0.651 2.536 2.235 0.11
H -2.342 0.734 2.261 0.12
H -4.460 -0.161 -0.694 0.12
H -4.642 0.078 1.063 0.13
H -3.337 -1.948 -1.401 0.13
O -0.956 -1.936 -2.137 -0.01
H -1.591 -1.537 -2.743 0.10
H -1.254 -0.484 -0.700 0.13
O 3.316 0.074 0.796 -0.15
C 4.718 0.090 0.959 -0.07
H 4.902 0.216 2.024 0.09
H 5.154 -0.855 0.615 0.10
H 5.170 0.916 0.403 0.09
H 3.473 -0.774 -1.081 0.17
H 1.488 2.350 -1.059 0.07
```

Properties
- SMILES: COC(C[C@@H](O)[C@@H](C)[C@@H](O)COCc1ccccc1)OC
- Total charge: 0
- LUMO energy: 0.0244 Ha
- Orbital gap: 9.97 eV

=====

#2
DFT (the ωB97M-V functional and the def2-TZVPD basis) results for C16H26O5 in the gas phase.

Geometry as XYZ:
```
47
Properties=species:S:1:pos:R:3:lowdin_charge:R:1
O 1.116 3.902 -0.173 0.11
C 1.651 2.822 -0.239 -0.46
O 2.679 2.579 -1.060 0.13
H 2.907 3.387 -1.546 0.14
C 1.245 1.640 0.553 -0.17
C 0.164 1.691 1.339 0.04
C -0.288 0.542 2.179 -0.24
C 0.853 -0.484 2.245 -0.05
H 1.618 -0.137 2.942 0.13
H 0.491 -1.455 2.574 0.12
C 1.530 -0.664 0.882 -0.34
O 0.625 -1.239 -0.005 -0.07
C 1.163 -1.735 -1.220 -0.17
C 1.392 -0.650 -2.274 -0.17
C 1.871 -1.220 -3.608 -0.18
H 2.123 -0.388 -4.268 0.11
C 0.836 -2.091 -4.325 -0.27
H -0.144 -1.610 -4.299 0.12
O 0.645 -3.359 -3.741 -0.08
H 1.490 -3.822 -3.724 0.09
H 1.133 -2.209 -5.378 0.11
H 2.782 -1.805 -3.449 0.12
H 2.136 0.058 -1.904 0.10
H 0.455 -0.108 -2.421 0.13
H 2.105 -2.263 -1.013 0.13
H 0.422 -2.453 -1.578 0.12
O 2.058 0.555 0.401 0.02
H 2.422 -1.311 0.981 0.17
H -0.470 0.926 3.192 0.15
C -1.614 -0.085 1.681 -0.29
C -2.619 0.970 1.213 -0.17
C -3.907 0.310 0.724 -0.20
C -4.533 -0.544 1.821 -0.21
C -3.534 -1.594 2.295 -0.20
C -2.256 -0.923 2.790 -0.16
H -2.496 -0.276 3.638 0.12
H -1.562 -1.688 3.142 0.11
H -3.972 -2.192 3.098 0.11
H -3.293 -2.265 1.469 0.12
H -5.437 -1.028 1.447 0.11
H -4.817 0.093 2.661 0.11
H -4.612 1.078 0.400 0.11
H -3.680 -0.322 -0.138 0.12
H -2.849 1.649 2.037 0.13
H -2.191 1.556 0.398 0.11
H -1.375 -0.734 0.836 0.14
H -0.380 2.620 1.380 0.13
```

Properties
- SMILES: O=C(O)C1=C[C@@H](C2CCCCC2)C[C@@H](OCCCCO)O1
- Total charge: 0
- LUMO energy: 0.0262 Ha
- Orbital gap: 9.64 eV

=====

Result of the stability comparison: #2 is the most stable of them.

=====

#1
DFT (the ωB97M-V functional and the def2-TZVPD basis) results for CHBrCl2S as an isolated structure.

Geometry as XYZ:
```
6
Properties=species:S:1:pos:R:3:lowdin_charge:R:1
C -0.559 -0.066 -0.249 -1.86
S 1.083 0.611 1.308 0.44
Cl 0.340 -1.215 -1.202 0.50
Cl -0.968 1.351 -1.132 0.53
Br -1.996 -0.857 0.690 0.64
H 2.101 0.176 0.585 -0.25
```

Properties
- Total charge: 0
- LUMO energy: -0.0442 Ha
- Orbital gap: 8.40 eV

=====

#2
DFT (the ωB97M-V functional and the def2-TZVPD basis) results for a 2-piece molecular cluster, CHBrCl2S overall.

Geometry as XYZ:
```
6
Properties=species:S:1:pos:R:3:lowdin_charge:R:1
C 0.955 0.446 0.192 -1.79
S -2.030 -1.328 -0.242 0.35
Cl 0.615 1.267 1.565 0.63
Cl 0.511 1.186 -1.298 0.54
Br 1.322 -1.374 0.103 0.66
H -1.374 -0.198 -0.320 -0.40
```

Properties
- Total charge: 0
- LUMO energy (alpha / beta): -0.0289 / -0.0832 Ha
- Orbital gap (alpha / beta): 9.16 / 6.13 eV

=====

Result of the stability comparison: #1 is the most stable of them.

=====

#1
DFT (the ωB97M-V functional and the def2-TZVPD basis) results for a 2-piece molecular cluster, C3H10NOS overall.

Geometry as XYZ:
```
16
Properties=species:S:1:pos:R:3:lowdin_charge:R:1
C 2.150 -0.459 -0.876 -0.13
N 1.374 -0.734 0.411 -0.11
C -0.157 -0.190 0.402 -0.32
C -0.445 1.052 1.195 -0.60
S -2.272 1.042 1.346 0.74
H 1.595 0.400 -1.252 0.05
H 3.314 -0.484 -0.689 0.11
H 1.879 -1.314 -1.611 0.08
H 1.790 -0.195 1.075 0.01
H -0.591 -1.039 0.916 0.09
H -0.536 -0.310 -0.627 0.08
H 0.076 0.952 2.245 0.10
H 0.049 2.092 0.866 0.13
H -2.188 -0.445 -1.707 0.02
H -2.981 0.177 -0.450 -0.05
O -3.058 -0.544 -1.243 -0.19
```

Properties
- 2S+1: 2
- Total charge: 0
- LUMO energy (alpha / beta): 0.0261 / -0.0986 Ha
- Orbital gap (alpha / beta): 9.93 / 6.51 eV

=====

#2
DFT (the ωB97M-V functional and the def2-TZVPD basis) results for a 2-piece molecular cluster, C3H10NOS overall.

Geometry as XYZ:
```
16
Properties=species:S:1:pos:R:3:lowdin_charge:R:1
C 1.028 0.479 0.012 -0.28
C -0.291 0.293 0.753 -0.62
S -1.663 -0.518 -0.183 0.62
C 1.320 1.632 -1.098 -0.19
N 2.046 2.974 -0.838 0.01
H 1.123 -0.422 -0.571 0.06
H 1.820 0.364 0.809 0.12
H -0.626 1.340 0.914 0.08
H -0.021 -0.314 1.588 0.04
H 0.369 1.993 -1.398 0.07
H 1.879 1.003 -1.921 0.13
H 1.566 3.625 -0.321 0.01
H 2.797 2.854 -0.222 0.03
H -1.561 -3.258 0.836 -0.03
H -0.072 -3.733 0.836 0.02
O -0.917 -3.801 1.280 -0.07
```

Properties
- 2S+1: 2
- Total charge: 0
- LUMO energy (alpha / beta): 0.0291 / -0.0838 Ha
- Orbital gap (alpha / beta): 10.37 / 6.96 eV

=====

Result of the stability comparison: #2 is the most stable of them.